1.
Molecular formula: C4H7N3S
Method: DFT, the ωB97M-V functional and the def2-TZVPD basis

Geometry as XYZ:
```
15
Properties=species:S:1:pos:R:3:forces:R:3
C 1.64050 -0.48933 -1.03372 0.19 -0.57 -0.66
C 0.53847 -0.15706 1.10565 -0.16 0.78 0.12
C -0.82754 0.21764 0.52835 -0.43 -0.85 -0.03
C -1.04203 1.59823 0.12454 0.31 1.13 -0.29
H 0.80587 -0.19510 -1.70003 0.10 -0.17 0.28
H 2.56736 -0.24504 -1.57327 -0.24 -0.11 0.19
H 1.61357 -1.59676 -0.90843 -0.03 0.76 0.02
H 1.72339 1.18833 0.08725 -0.04 -0.46 0.33
H 0.54099 -1.23163 1.25949 -0.15 -0.11 0.14
H 0.63986 0.35891 2.08645 0.06 -0.34 -0.56
H -3.77612 -1.43232 -0.15917 0.02 -0.04 0.00
N 1.66049 0.17822 0.25302 0.02 0.60 -0.04
N -1.72640 -0.68833 0.38203 0.12 0.74 0.03
N -1.11634 2.70290 -0.22195 -0.02 -1.24 0.40
S -3.24206 -0.20867 -0.23023 0.24 -0.12 0.06
```
Positions in Å, forces in eV/Å.

**LUMO level**: -0.1 eV
**Relative energy (zero: lowest compared OMol25 entry of this formula, charge and spin)**: 2.293 eV
**SMILES**: CNC/C(C#N)=N/S
**Spin multiplicity**: 1
**Calculated total energy**: -719.0183 hartree
**HOMO-LUMO gap**: 9.266 eV


2.
Molecular formula: C4H7N3Si
Method: DFT, the ωB97M-V functional and the def2-TZVPD basis

Geometry as XYZ:
```
15
Properties=species:S:1:pos:R:3:forces:R:3
C 1.36029 0.11306 -1.69857 -1.05 -1.43 0.99
C 1.85047 1.22967 -1.03912 0.07 -1.32 0.76
C 0.44451 -0.72188 -0.95968 -0.51 -0.32 -2.87
C 0.75388 0.57365 0.85136 0.01 0.48 0.69
N 1.57968 1.42757 0.27712 -0.52 -0.64 -0.19
N 0.11016 -0.47020 0.25857 0.55 1.55 2.27
N -2.36606 0.49987 0.56101 -1.39 0.21 -0.80
Si -1.59599 -0.78057 1.13641 -0.55 -0.50 1.76
H 1.63896 -0.24128 -2.68644 -0.02 0.53 0.08
H 2.60056 1.88006 -1.46660 -0.26 0.23 -0.21
H -0.21549 -1.53955 -1.34872 1.28 0.67 -0.45
H -3.39951 0.42677 0.49371 1.05 0.30 -0.01
H 0.50346 0.64565 1.91808 0.35 0.46 -0.45
H -1.37648 -0.82410 2.66334 0.85 0.26 -0.71
H -1.88844 -2.21871 1.03951 0.14 -0.46 -0.85
```
Positions in Å, forces in eV/Å.

**LUMO level**: -0.7 eV
**Relative energy (zero: lowest compared OMol25 entry of this formula, charge and spin)**: 0.000 eV
**Spin multiplicity**: 1
**Calculated total energy**: -610.3133 hartree
**HOMO-LUMO gap**: 6.864 eV


3.
Molecular formula: C4H7N4
Method: DFT, the ωB97M-V functional and the def2-TZVPD basis

Geometry as XYZ:
```
15
Properties=species:S:1:pos:R:3:forces:R:3
C -1.72974 -0.86410 -0.34199 -0.27 0.30 -0.22
C 0.92396 1.86250 0.03976 1.00 0.43 -0.50
C -0.84052 -0.94465 0.88601 1.45 -0.69 -0.69
C 0.47426 -0.30252 0.29714 -3.26 1.78 0.86
N -1.26588 -0.20816 -1.32610 0.29 1.06 -1.26
N 0.37897 1.55233 -1.10722 -1.28 0.35 -0.39
N 1.00718 0.84934 0.97609 -0.12 1.29 -1.74
N 0.00252 0.28101 -1.03664 1.12 -1.85 2.49
H -2.66199 -1.34387 -0.66907 0.15 -0.05 1.20
H 1.32064 2.90082 0.03595 -0.13 -0.98 0.96
H -1.00788 -0.45606 1.85943 -0.91 -0.31 -0.61
H -0.57914 -2.02078 1.01892 -0.56 0.69 0.38
H 1.12068 -1.06993 0.26739 2.78 -2.34 -0.77
H 1.84286 0.78565 1.54452 -0.16 0.02 0.15
H 1.01409 -1.02158 -2.44419 -0.11 0.30 0.14
```
Positions in Å, forces in eV/Å.

**LUMO level (alpha / beta)**: -4.4 / -7.0 eV
**Relative energy (zero: lowest compared OMol25 entry of this formula, charge and spin)**: 6.692 eV
**Spin multiplicity**: 1
**Net charge**: +1
**Calculated total energy**: -375.1566 hartree
**HOMO-LUMO gap (alpha / beta)**: 9.885 / 7.721 eV


4.
Molecular formula: C4H7N4O
Method: DFT, the ωB97M-V functional and the def2-TZVPD basis

Geometry as XYZ:
```
16
Properties=species:S:1:pos:R:3:forces:R:3
C 0.74350 -2.21457 -0.94716 -0.27 1.11 2.51
C 0.32827 -0.18719 -1.54799 -0.23 0.36 1.30
C 0.18894 -0.32305 -0.14276 -1.00 3.60 1.00
C -0.72524 1.04786 2.38395 -2.19 2.45 0.36
N 0.67160 -1.43468 -1.95050 -0.02 1.12 -2.04
N 0.51173 -1.59793 0.25797 -0.69 -0.87 0.88
N 0.20910 0.88870 -2.37002 0.85 -0.58 -2.07
N -0.60950 1.14121 0.96055 3.00 -1.52 -4.61
O -0.93630 2.09438 0.31874 0.40 -1.60 1.51
H 0.95435 -3.21207 -0.96655 0.67 -2.48 -0.20
H 0.01459 0.58705 2.98971 0.84 -0.81 -0.29
H -1.67394 0.54784 2.32187 -0.72 -1.01 1.08
H -0.99950 2.05617 2.79952 0.52 -0.74 -0.54
H 0.51249 -2.04718 1.21181 -0.05 0.93 -1.74
H 0.20484 1.78606 -1.93088 -0.07 0.34 -0.03
H 0.60507 0.86742 -3.38827 -1.04 -0.31 2.89
```
Positions in Å, forces in eV/Å.

**LUMO level (alpha / beta)**: -6.2 / -6.2 eV
**Relative energy (zero: lowest compared OMol25 entry of this formula, charge and spin)**: 4.742 eV
**Spin multiplicity**: 1
**Net charge**: +1
**Calculated total energy**: -450.4341 hartree
**HOMO-LUMO gap (alpha / beta)**: 6.242 / 6.263 eV